# 1
Entry from the Open Molecules 2025 dataset: a structure of composition C39H40CuF6OP2 at a distorted geometry (ωB97M-V with the def2-TZVPD basis set).

Last column: Löwdin spin population.
Geometry (Å):
1 Cu -1.05271 1.06051 0.47106  0.025
2 C -2.11402 0.81940 -3.51643  -0.003
3 C -2.01717 -0.50281 -3.26340  0.003
4 C -1.04859 -1.36177 -4.04188  0.003
5 C 0.35245 -0.72347 -4.21646  0.001
6 C 0.83055 0.11944 -3.06523  0.006
7 C 0.54684 1.41001 -2.84495  0.024
8 C -0.00505 2.19417 -4.00127  0.003
9 C -1.33559 1.59262 -4.53039  0.001
10 C 1.65413 -0.54852 2.22849  0.012
11 H -2.95332 1.39090 -3.10251  0.000
12 H -2.83990 -1.03834 -2.75527  -0.001
13 H -1.43876 -1.55394 -5.05773  0.000
14 H -0.96098 -2.34468 -3.56135  0.001
15 H 1.06965 -1.55297 -4.35603  0.000
16 H 0.35221 -0.16966 -5.17010  0.000
17 H 1.63097 -0.37469 -2.50998  0.007
18 H 0.89992 1.94947 -1.96080  0.001
19 H 0.69938 2.21865 -4.85349  0.001
20 H -0.16785 3.23061 -3.70889  0.000
21 H -1.96801 2.43785 -4.85253  0.000
22 H -1.13321 1.01234 -5.43770  0.000
23 H 1.02970 0.34697 2.27551  0.001
24 H 2.36433 -0.59253 3.06537  0.001
25 H 1.01129 -1.43777 2.26603  0.000
26 P -1.08632 -0.95063 -0.38038  0.118
27 P 2.59588 -0.51807 0.71424  0.084
28 C 0.43243 -1.68363 -0.92324  0.269
29 C 1.74503 -1.47253 -0.52058  0.225
30 C -2.05378 -2.29034 0.26773  0.000
31 C -2.33894 -3.37897 -0.57919  0.006
32 C -3.14477 -4.41223 -0.10610  0.000
33 C -3.58736 -4.41049 1.21997  0.006
34 C -3.25111 -3.36385 2.08571  0.000
35 C -2.50091 -2.29303 1.60736  0.005
36 C -2.52176 0.47276 -0.72573  0.104
37 C -2.11514 1.84062 -0.97048  0.002
38 C -3.05938 2.89504 -0.83653  0.002
39 C -4.39810 2.56536 -0.66129  -0.005
40 C -4.79181 1.22659 -0.50953  0.005
41 C -3.87837 0.17211 -0.52996  0.009
42 C 4.13151 -1.39636 1.01543  0.006
43 C 3.99530 -2.74856 1.37147  0.005
44 C 5.12436 -3.56721 1.42883  0.002
45 C 6.38612 -3.02980 1.14021  0.000
46 C 6.52179 -1.67670 0.82742  0.002
47 C 5.39930 -0.84611 0.77126  0.001
48 C 2.97963 1.21399 0.31199  0.022
49 C 2.88427 2.26602 1.25390  0.003
50 C 3.15195 3.58541 0.86557  0.001
51 C 3.57702 3.87339 -0.43474  0.000
52 C 3.68300 2.83680 -1.37041  0.001
53 C 3.38949 1.52567 -0.99542  0.007
54 H 0.28852 -2.42518 -1.72723  0.008
55 H 2.46827 -2.09202 -1.07842  0.012
56 H -1.93069 -3.40473 -1.58705  0.000
57 H -3.40665 -5.23321 -0.77490  0.000
58 H -4.20077 -5.23485 1.59058  0.000
59 H -3.56199 -3.37055 3.12814  0.000
60 H -2.23883 -1.45646 2.24591  0.000
61 H -1.28257 2.01246 -1.65291  0.000
62 H -2.70994 3.92891 -0.92713  0.000
63 H -5.14812 3.36027 -0.63736  0.000
64 H -5.85769 1.00006 -0.41082  0.001
65 H -4.23024 -0.86261 -0.43919  0.001
66 H 3.00860 -3.15931 1.58868  0.003
67 H 5.01253 -4.62083 1.68215  0.000
68 H 7.26119 -3.67942 1.13906  0.000
69 H 7.50814 -1.25390 0.61883  0.000
70 H 5.49118 0.21055 0.53327  0.000
71 H 2.62013 2.04845 2.29151  0.000
72 H 3.03566 4.39831 1.58615  0.000
73 H 3.81985 4.89380 -0.72566  0.000
74 H 3.98904 3.05198 -2.39735  0.000
75 H 3.50535 0.72585 -1.73383  0.004
76 C -0.70878 2.25484 4.43533  0.000
77 C -1.49252 1.17267 3.71114  0.000
78 O -1.07619 0.81649 2.48036  0.003
79 C -1.46761 -0.10711 4.70202  0.000
80 F -1.42233 0.22080 6.02558  0.000
81 F -2.53609 -0.93780 4.53230  0.000
82 F -0.35581 -0.85117 4.45188  0.000
83 C -3.02290 1.62901 3.67316  0.000
84 F -3.49204 1.89824 4.92596  0.000
85 F -3.13950 2.77290 2.93986  0.000
86 F -3.86992 0.73226 3.10762  0.000
87 H 0.32811 1.92081 4.58283  0.000
88 H -1.15638 2.44186 5.41415  0.000
89 H -0.70460 3.18158 3.86779  0.000

Its LUMO energy (spin up / spin down) is 0.003 / 0.002 Ha. For the HOMO energy (spin up / spin down), the calculation gives -5.583 / -6.819 eV. As for the spin multiplicity: 2.



# 2
Entry from the Open Molecules 2025 dataset: a structure of composition C39H40F6OP2Pb at a distorted geometry (ωB97M-V with the def2-TZVPD basis set).

Last column: Löwdin charge in e.
Geometry (Å):
1 Pb -0.25352 1.76540 0.42272  1.370
2 C -1.84667 1.20805 -3.42876  -0.129
3 C -1.70140 -0.08584 -3.11221  -0.117
4 C -1.00493 -1.05112 -4.01858  -0.189
5 C 0.38554 -0.63043 -4.49358  -0.177
6 C 1.17509 0.24201 -3.54271  -0.109
7 C 0.92886 1.54365 -3.37098  -0.132
8 C 0.20851 2.31907 -4.42790  -0.171
9 C -1.25979 1.84214 -4.63391  -0.175
10 C 1.87329 0.07996 2.12232  -0.243
11 H -2.51673 1.87847 -2.88782  0.103
12 H -2.25846 -0.55919 -2.30081  0.069
13 H -1.65013 -1.19554 -4.89949  0.123
14 H -0.94869 -2.02616 -3.52046  0.087
15 H 0.95232 -1.55820 -4.67446  0.112
16 H 0.28241 -0.10374 -5.45311  0.101
17 H 2.04485 -0.24074 -3.09184  0.076
18 H 1.37613 2.09754 -2.55284  0.064
19 H 0.72123 2.24085 -5.40641  0.118
20 H 0.19989 3.39070 -4.18594  0.106
21 H -1.86109 2.72201 -4.91629  0.115
22 H -1.30074 1.12032 -5.45571  0.099
23 H 1.13418 0.89880 2.14713  -0.067
24 H 2.67363 0.32264 2.86558  0.093
25 H 1.38193 -0.85094 2.42949  0.068
26 P -1.25254 -0.92720 0.10915  0.979
27 P 2.58859 -0.14780 0.48093  0.948
28 C 0.23454 -1.39550 -0.77976  -0.343
29 C 1.56956 -1.07448 -0.63358  -0.353
30 C -2.23495 -2.43318 0.36155  -0.350
31 C -2.76985 -3.24596 -0.65928  -0.084
32 C -3.54905 -4.35133 -0.31071  -0.088
33 C -3.80275 -4.64287 1.03308  -0.083
34 C -3.27701 -3.82969 2.04701  -0.068
35 C -2.48533 -2.73486 1.71258  -0.087
36 C -2.47771 0.42695 -0.29935  -0.453
37 C -2.11012 1.78957 -0.72481  -0.544
38 C -2.98074 2.89296 -0.48981  -0.139
39 C -4.33454 2.60624 -0.41818  -0.103
40 C -4.76101 1.27909 -0.34845  -0.099
41 C -3.86484 0.21386 -0.24923  -0.093
42 C 4.03110 -1.16967 0.88646  -0.304
43 C 3.80229 -2.47075 1.36188  -0.071
44 C 4.88526 -3.32587 1.56280  -0.071
45 C 6.18770 -2.90088 1.29247  -0.072
46 C 6.40265 -1.58546 0.87640  -0.078
47 C 5.33562 -0.71144 0.67443  -0.070
48 C 3.08643 1.51907 -0.08238  -0.353
49 C 2.95590 2.58019 0.83535  -0.164
50 C 3.13447 3.90380 0.45189  -0.083
51 C 3.54320 4.21202 -0.84389  -0.062
52 C 3.71666 3.17014 -1.75757  -0.080
53 C 3.51648 1.83767 -1.38659  -0.100
54 H 0.02366 -2.18638 -1.52318  0.060
55 H 2.22181 -1.60566 -1.34292  0.074
56 H -2.58312 -2.99881 -1.70391  0.098
57 H -3.96167 -4.98753 -1.09427  0.103
58 H -4.41862 -5.50470 1.29327  0.102
59 H -3.48453 -4.05422 3.09348  0.107
60 H -2.04813 -2.08079 2.46366  0.061
61 H -1.27734 1.92724 -1.46702  0.021
62 H -2.59641 3.92152 -0.50886  0.107
63 H -5.06223 3.41533 -0.46836  0.104
64 H -5.82483 1.06140 -0.33770  0.096
65 H -4.21774 -0.81033 -0.13740  0.103
66 H 2.78726 -2.82019 1.56011  0.116
67 H 4.72225 -4.33117 1.93619  0.107
68 H 7.03331 -3.58446 1.40537  0.110
69 H 7.41177 -1.22638 0.71399  0.104
70 H 5.50460 0.31738 0.35552  0.105
71 H 2.70357 2.40042 1.88271  0.099
72 H 2.95398 4.68722 1.18996  0.115
73 H 3.74033 5.24820 -1.13263  0.113
74 H 4.00411 3.39235 -2.78471  0.113
75 H 3.68141 1.04431 -2.11933  0.111
76 C -2.57262 -0.89125 4.50914  -0.026
77 C -1.58880 0.20466 4.12143  -0.517
78 O -1.06989 0.19029 2.89343  -0.257
79 C -2.41943 1.56824 4.19373  -0.504
80 F -2.97055 1.82529 5.41221  0.114
81 F -1.69523 2.65634 3.83875  0.109
82 F -3.47550 1.51668 3.31857  0.107
83 C -0.48890 0.13629 5.30749  -0.478
84 F -1.06710 0.09136 6.55575  0.099
85 F 0.23602 -1.02071 5.17061  0.102
86 F 0.38187 1.17434 5.29969  0.123
87 H -3.36136 -0.95347 3.75215  0.091
88 H -3.00588 -0.72983 5.50390  0.094
89 H -2.04174 -1.84729 4.53336  0.086

Its LUMO energy (spin up / spin down) is -0.030 / -0.025 Ha. For the HOMO energy (spin up / spin down), the calculation gives -5.602 / -4.920 eV. The energy above the lowest of the compared OMol25 structures with the same formula, charge and spin is 566.4 kJ/mol. As for the spin multiplicity: 1.